{"formula": "C3H2O4", "method": "wB97M-V/def2-TZVPD", "species": ["O", "O", "O", "O", "C", "C", "C", "H", "H"], "xyz": [[0.418, -2.127, 0.923], [1.187, 1.220, -1.088], [1.881, 1.203, 1.075], [-1.459, -0.010, -1.040], [1.585, 1.248, -0.013], [-1.102, -0.253, 0.241], [-0.207, -1.181, 0.597], [-1.204, 0.539, 0.941], [-1.099, -0.640, -1.636]], "nbo_charge": [-0.45, -0.52, -0.50, -0.66, 1.02, -0.18, 0.59, 0.22, 0.48], "homo_lumo_gap_ha": 0.322, "total_charge": 0, "e_above_lowest_kcal_mol": 28.21, "e_homo_ev": -8.55, "smiles": "O=C=CO.O=C=O", "max_force_ev_per_a": 3.62, "e_tot_ha": -416.43985, "spin_multiplicity": 1}